Record 1
Molecular formula: C76H194Cl2N18O20
Method: DFT, ωB97M-V/def2-TZVPD

```
310
C76H194Cl2N18O20 | OMol25 | ωB97M-V/def2-TZVPD
N -0.69 2.10 -2.71
H 0.05 1.86 -3.36
H -1.29 2.69 -3.27
H -0.43 2.70 -1.93
H -1.23 1.30 -2.43
N -4.62 -1.99 0.78
H -4.21 -2.08 -0.14
H -3.89 -1.97 1.49
H -5.42 -2.60 0.78
H -4.92 -1.03 0.79
N 2.62 -5.27 -4.52
H 2.11 -6.10 -4.80
H 3.40 -4.95 -5.07
H 2.99 -5.42 -3.59
H 2.10 -4.45 -4.27
N 3.83 -2.36 -2.38
H 4.65 -1.94 -2.78
H 3.09 -2.47 -3.06
H 3.34 -1.87 -1.64
H 4.05 -3.25 -1.96
N -3.32 2.26 2.49
H -2.50 2.32 1.91
H -4.06 2.92 2.27
H -3.18 2.20 3.49
H -3.55 1.36 2.10
N 4.03 -1.67 0.63
H 4.75 -2.31 0.34
H 3.19 -2.22 0.73
H 3.95 -0.89 -0.01
H 4.34 -1.24 1.49
N -4.78 0.88 -1.54
H -5.22 0.83 -0.64
H -5.55 0.83 -2.18
H -4.07 0.17 -1.66
H -4.37 1.81 -1.50
N 1.05 -5.15 -0.95
H 0.41 -5.26 -1.73
H 0.65 -5.59 -0.13
H 1.16 -4.15 -0.79
H 1.99 -5.45 -1.16
C -0.44 -1.34 -3.12
C 0.05 -2.58 -3.30
C -0.95 -3.72 -3.21
O -0.61 -4.95 -3.42
C -2.26 -3.60 -2.68
C -2.63 -2.29 -2.26
C -1.78 -1.03 -2.69
O -2.31 0.09 -2.67
O -3.76 -2.07 -1.69
O 1.32 -2.68 -3.55
H 0.19 -0.46 -3.04
H -2.85 -4.49 -2.49
C 0.70 0.80 -0.27
C 1.44 -0.42 -0.61
C 0.80 -1.74 0.01
O 1.41 -2.84 -0.02
C -0.46 -1.63 0.73
C -1.12 -0.45 0.90
C -0.49 0.84 0.39
O -1.05 1.99 0.51
O -2.24 -0.53 1.54
O 2.51 -0.44 -1.19
H 1.28 1.69 -0.48
H -0.89 -2.51 1.19
O 3.55 -5.59 -1.97
C 4.90 -5.73 -1.55
C 5.63 -4.88 -0.39
O 5.63 -3.47 -0.50
H 5.43 -5.59 -2.50
H 4.99 -6.78 -1.27
H 6.70 -5.09 -0.33
H 5.31 -5.21 0.60
O -5.44 3.92 1.89
C -6.42 3.08 1.22
C -6.62 1.48 1.47
O -5.54 0.59 1.18
H -6.52 3.30 0.16
H -7.36 3.60 1.41
H -7.44 1.24 0.80
H -7.03 1.40 2.48
Cl -3.70 4.80 -2.80
O -5.02 5.31 -3.06
O -2.83 5.75 -2.11
O -3.85 3.65 -1.98
O -3.09 4.27 -3.98
Cl 6.73 -0.17 -2.83
O 6.25 0.79 -3.78
O 6.42 -1.50 -3.19
O 8.13 -0.17 -2.74
O 5.89 0.01 -1.61
C -4.45 -5.58 4.64
C -3.78 -4.30 4.10
N -3.17 -3.52 5.18
C -1.88 -2.88 4.71
C -0.71 -3.86 4.99
C -4.02 -2.52 5.91
C -3.45 -2.18 7.33
H -5.34 -5.39 5.24
H -3.74 -6.18 5.22
H -4.85 -6.15 3.80
H -3.04 -4.55 3.33
H -4.52 -3.66 3.60
H -1.60 -2.05 5.36
H -1.80 -2.52 3.69
H -0.96 -4.90 4.78
H -0.57 -3.90 6.07
H 0.27 -3.69 4.56
H -3.98 -1.58 5.35
H -5.03 -2.92 6.01
H -2.63 -1.46 7.27
H -4.19 -1.63 7.91
H -3.09 -3.05 7.89
C -6.67 -6.28 0.55
C -5.80 -5.05 0.29
N -6.56 -3.78 0.57
C -7.62 -3.46 -0.39
C -7.06 -3.31 -1.75
C -7.16 -3.85 1.93
C -7.17 -2.49 2.71
H -7.73 -6.20 0.28
H -6.63 -6.64 1.58
H -6.26 -7.16 0.05
H -4.96 -5.09 0.98
H -5.35 -4.93 -0.69
H -8.42 -4.20 -0.40
H -8.10 -2.50 -0.23
H -6.22 -2.62 -1.70
H -6.70 -4.24 -2.19
H -7.70 -2.83 -2.50
H -6.70 -4.62 2.55
H -8.17 -4.23 1.81
H -7.63 -1.70 2.11
H -6.13 -2.16 2.72
H -7.54 -2.56 3.73
C 5.91 1.18 2.41
C 5.91 -0.04 3.27
N 4.64 -0.74 3.18
C 4.61 -1.79 4.10
C 5.57 -2.86 3.75
C 3.43 0.11 3.43
C 2.10 -0.57 3.26
H 6.94 1.44 2.15
H 5.46 2.06 2.85
H 5.43 1.04 1.44
H 6.79 -0.58 2.93
H 6.23 0.21 4.28
H 5.00 -1.44 5.06
H 3.66 -2.30 4.21
H 6.59 -2.57 4.01
H 5.39 -3.76 4.33
H 5.62 -3.00 2.67
H 3.34 0.98 2.78
H 3.56 0.56 4.41
H 1.71 -1.09 4.14
H 2.07 -1.25 2.41
H 1.29 0.14 3.14
C 4.69 4.65 -7.61
C 5.45 5.68 -6.68
N 4.81 5.89 -5.38
C 5.38 7.03 -4.58
C 5.03 8.30 -5.26
C 4.86 4.64 -4.62
C 4.35 4.74 -3.14
H 3.60 4.75 -7.63
H 4.74 3.57 -7.45
H 5.09 4.65 -8.62
H 6.49 5.40 -6.52
H 5.50 6.70 -7.08
H 5.21 7.05 -3.51
H 6.45 6.86 -4.46
H 3.95 8.46 -5.22
H 5.43 9.11 -4.65
H 5.46 8.44 -6.25
H 5.88 4.27 -4.66
H 4.21 4.01 -5.23
H 3.35 5.18 -3.05
H 5.06 5.06 -2.38
H 4.22 3.72 -2.79
C 4.86 -1.29 -6.93
C 4.20 -2.36 -5.91
N 3.95 -3.76 -6.36
C 5.16 -4.43 -6.72
C 5.86 -4.99 -5.54
C 3.10 -3.72 -7.55
C 1.67 -3.05 -7.42
H 4.46 -1.32 -7.94
H 5.91 -1.53 -7.09
H 4.59 -0.34 -6.48
H 4.78 -2.37 -5.00
H 3.31 -1.85 -5.54
H 5.76 -3.73 -7.29
H 4.97 -5.31 -7.34
H 6.71 -5.47 -6.04
H 5.44 -5.83 -4.99
H 6.18 -4.21 -4.85
H 3.55 -3.19 -8.38
H 2.86 -4.76 -7.78
H 0.98 -3.66 -6.83
H 1.87 -2.04 -7.06
H 1.20 -2.98 -8.40
C -1.36 -8.19 -0.17
C -0.86 -7.69 1.22
N -0.16 -6.35 1.12
C -1.11 -5.28 1.55
C -2.36 -5.09 0.63
C 0.99 -6.30 2.04
C 2.16 -7.25 1.49
H -2.23 -8.82 -0.03
H -0.59 -8.70 -0.76
H -1.59 -7.30 -0.75
H -1.71 -7.69 1.90
H -0.24 -8.45 1.68
H -1.42 -5.43 2.58
H -0.50 -4.39 1.41
H -2.88 -6.04 0.72
H -2.93 -4.24 1.01
H -2.17 -4.88 -0.43
H 0.80 -6.59 3.07
H 1.54 -5.36 2.07
H 2.50 -6.95 0.49
H 2.05 -8.33 1.39
H 3.01 -6.91 2.08
C 3.59 3.65 1.12
C 2.47 4.11 2.05
N 2.94 4.77 3.27
C 3.34 6.13 3.15
C 2.32 7.03 2.46
C 2.00 4.48 4.39
C 2.69 3.98 5.64
H 3.30 2.68 0.71
H 4.44 3.45 1.77
H 3.69 4.39 0.33
H 1.74 4.75 1.56
H 1.90 3.22 2.28
H 3.69 6.52 4.11
H 4.34 6.07 2.71
H 1.35 6.83 2.91
H 2.57 8.07 2.66
H 2.30 6.92 1.37
H 1.31 3.66 4.22
H 1.64 5.46 4.69
H 3.11 3.02 5.36
H 2.08 3.75 6.52
H 3.43 4.70 6.01
C -4.32 7.59 4.55
C -4.23 6.66 3.30
N -3.20 7.18 2.32
C -1.83 6.82 2.80
C -1.62 5.31 2.47
C -3.33 8.60 2.03
C -2.64 8.98 0.67
H -5.03 7.13 5.23
H -4.54 8.65 4.43
H -3.35 7.55 5.05
H -4.12 5.65 3.69
H -5.17 6.49 2.78
H -1.08 7.41 2.30
H -1.64 7.09 3.84
H -2.03 5.19 1.46
H -0.57 5.00 2.42
H -2.00 4.61 3.21
H -2.83 9.08 2.88
H -4.35 8.99 1.94
H -1.68 8.55 0.37
H -2.56 10.07 0.65
H -3.24 8.83 -0.22
C 2.49 1.58 -3.74
C 1.93 2.41 -4.86
N 0.55 2.16 -5.28
C -0.07 3.21 -6.19
C 0.66 3.45 -7.55
C 0.37 0.83 -5.79
C -1.14 0.47 -5.98
H 1.96 1.83 -2.82
H 3.57 1.73 -3.66
H 2.29 0.51 -3.72
H 1.99 3.47 -4.62
H 2.57 2.32 -5.74
H 0.16 4.08 -5.57
H -1.12 2.89 -6.20
H 0.52 2.63 -8.26
H 1.74 3.41 -7.42
H 0.39 4.42 -7.97
H 0.75 0.62 -6.80
H 0.85 0.02 -5.24
H -1.07 -0.60 -6.17
H -1.63 0.50 -5.01
H -1.62 0.97 -6.82
C -5.48 2.31 5.52
C -4.20 1.42 5.90
N -3.05 2.25 5.56
C -1.84 1.39 5.54
C -0.61 2.02 4.86
C -2.89 3.51 6.32
C -2.96 3.26 7.87
H -5.33 2.80 4.55
H -5.68 3.07 6.27
H -6.44 1.80 5.55
H -4.29 1.02 6.91
H -4.27 0.67 5.11
H -1.58 1.16 6.57
H -2.12 0.44 5.08
H -0.45 3.04 5.21
H 0.29 1.43 5.06
H -0.71 2.21 3.79
H -3.66 4.23 6.04
H -1.99 4.03 5.99
H -2.22 2.49 8.08
H -3.97 3.08 8.24
H -2.48 4.11 8.37
```

Output
multiplicity	1
total charge	-2
energy	-174751.1189	eV

Results of the Mulliken charge analysis, in e, for atoms 1 through 99: atom 1 (N): 1.1919, atom 2 (H): -0.6719, atom 3 (H): 0.6451, atom 4 (H): 0.2735, atom 5 (H): -0.6009, atom 6 (N): 2.7700, atom 7 (H): -0.4362, atom 8 (H): -0.4424, atom 9 (H): -0.0341, atom 10 (H): 0.2367, atom 11 (N): 0.5130, atom 12 (H): 0.4029, atom 13 (H): 0.4024, atom 14 (H): 0.2490, atom 15 (H): -0.4646, atom 16 (N): 3.5507, atom 17 (H): 0.1334, atom 18 (H): -0.4405, atom 19 (H): -1.1658, atom 20 (H): 0.0353, atom 21 (N): 3.4140, atom 22 (H): -0.3966, atom 23 (H): -0.0523, atom 24 (H): -0.7904, atom 25 (H): -0.5342, atom 26 (N): 1.7429, atom 27 (H): 0.3366, atom 28 (H): -1.0944, atom 29 (H): -0.1000, atom 30 (H): 0.1289, atom 31 (N): 0.5531, atom 32 (H): -0.1877, atom 33 (H): 0.4350, atom 34 (H): -0.0162, atom 35 (H): 0.3106, atom 36 (N): 1.0220, atom 37 (H): 0.3236, atom 38 (H): 0.9651, atom 39 (H): -1.2811, atom 40 (H): 0.5885, atom 41 (C): 0.5621, atom 42 (C): 0.1718, atom 43 (C): -0.1427, atom 44 (O): -0.9120, atom 45 (C): -1.2491, atom 46 (C): 0.5011, atom 47 (C): 0.6507, atom 48 (O): -0.9786, atom 49 (O): -0.8675, atom 50 (O): 0.2960, atom 51 (H): -0.1856, atom 52 (H): 0.2352, atom 53 (C): -1.1649, atom 54 (C): 0.6650, atom 55 (C): 0.5740, atom 56 (O): -1.1649, atom 57 (C): 1.2141, atom 58 (C): 0.3250, atom 59 (C): 0.5172, atom 60 (O): -1.5117, atom 61 (O): -0.3313, atom 62 (O): -1.5094, atom 63 (H): 1.0167, atom 64 (H): -1.8976, atom 65 (O): -1.1234, atom 66 (C): -0.6584, atom 67 (C): -0.6313, atom 68 (O): -0.9340, atom 69 (H): -0.0438, atom 70 (H): 0.3753, atom 71 (H): 0.5070, atom 72 (H): 0.0756, atom 73 (O): -0.8682, atom 74 (C): -1.1567, atom 75 (C): -1.0039, atom 76 (O): -0.8223, atom 77 (H): 0.2530, atom 78 (H): 0.4375, atom 79 (H): 0.4245, atom 80 (H): 0.3156, atom 81 (Cl): 1.7969, atom 82 (O): -0.6953, atom 83 (O): -0.6664, atom 84 (O): -1.0130, atom 85 (O): -0.7493, atom 86 (Cl): 1.5907, atom 87 (O): -0.6197, atom 88 (O): -0.8289, atom 89 (O): -0.7235, atom 90 (O): -0.5363, atom 91 (C): -1.8694, atom 92 (C): 1.4094, atom 93 (N): 0.4090, atom 94 (C): 0.7656, atom 95 (C): -1.6397, atom 96 (C): -0.1439, atom 97 (C): -1.3328, atom 98 (H): 0.3813, atom 99 (H): 0.3801

***

Record 2
Molecular formula: C76H72ClN8O2RuS4
Method: DFT, ωB97M-V/def2-TZVPD

```
164
C76H72ClN8O2RuS4 | OMol25 | ωB97M-V/def2-TZVPD
Ru 0.28 0.42 0.48
N 0.17 0.44 2.63
C 1.30 0.82 3.46
C 1.02 1.43 4.69
C 2.04 1.79 5.55
C 3.35 1.56 5.18
C 3.63 0.96 3.96
C 2.61 0.55 3.08
C 3.01 -0.07 1.80
C 4.24 -0.74 1.77
C 4.82 -1.16 0.59
C 4.16 -0.93 -0.60
C 2.89 -0.39 -0.58
C 2.28 0.03 0.60
H -0.57 1.14 2.77
H -0.20 -0.44 3.00
H -0.01 1.61 4.97
H 1.81 2.24 6.51
H 4.17 1.83 5.83
H 4.66 0.82 3.68
H 4.76 -0.95 2.70
H 5.78 -1.66 0.61
H 4.61 -1.21 -1.54
H 2.36 -0.30 -1.51
N 0.14 0.42 -1.39
S 0.08 1.06 -2.80
N -0.84 2.46 -2.67
S -0.24 3.89 -2.57
N 0.61 4.28 -1.31
S 0.39 3.81 0.23
N 0.41 2.37 0.60
C -1.16 4.67 0.65
C -2.30 4.23 0.01
C -3.49 4.93 0.20
C -3.52 6.04 1.02
C -2.36 6.46 1.66
C -1.17 5.78 1.47
C 1.75 4.68 1.04
C 2.49 4.00 1.99
C 3.50 4.66 2.67
C 3.75 6.00 2.40
C 3.03 6.66 1.41
C 2.02 6.00 0.73
C 0.80 4.30 -3.97
C 0.38 3.86 -5.21
C 1.18 4.13 -6.32
C 2.36 4.83 -6.16
C 2.74 5.30 -4.91
C 1.96 5.04 -3.80
C -1.62 5.04 -2.74
C -2.84 4.67 -3.29
C -3.81 5.65 -3.48
C -3.55 6.96 -3.12
C -2.34 7.31 -2.56
C -1.36 6.35 -2.37
C 2.02 1.86 -2.90
C 2.53 1.61 -4.15
C 3.86 1.92 -4.41
C 4.64 2.49 -3.41
C 4.11 2.71 -2.15
C 2.79 2.36 -1.88
C -1.30 0.03 -3.58
C -1.98 0.56 -4.65
C -2.70 -0.27 -5.49
C -2.71 -1.64 -5.25
C -2.00 -2.17 -4.18
C -1.28 -1.34 -3.35
H -2.25 3.36 -0.63
H -4.38 4.62 -0.31
H -4.44 6.57 1.16
H -2.39 7.33 2.30
H -0.27 6.10 1.97
H 2.28 2.95 2.18
H 4.07 4.14 3.42
H 4.51 6.53 2.96
H 3.25 7.69 1.19
H 1.46 6.50 -0.05
H -0.54 3.31 -5.30
H 0.87 3.78 -7.29
H 2.98 5.03 -7.02
H 3.65 5.87 -4.80
H 2.24 5.37 -2.82
H -3.02 3.64 -3.57
H -4.77 5.38 -3.90
H -4.30 7.72 -3.29
H -2.14 8.34 -2.27
H -0.40 6.60 -1.95
H 1.90 1.18 -4.92
H 4.27 1.70 -5.38
H 5.67 2.72 -3.61
H 4.72 3.14 -1.37
H 2.40 2.47 -0.88
H -1.95 1.63 -4.83
H -3.23 0.14 -6.33
H -3.27 -2.29 -5.91
H -2.00 -3.24 -4.02
H -0.70 -1.73 -2.52
O -2.06 0.75 0.74
S -2.99 -0.31 1.28
C -3.69 -1.16 -0.16
C -4.07 -2.48 -0.02
C -4.68 -3.13 -1.08
C -4.89 -2.45 -2.27
C -4.49 -1.13 -2.41
C -3.88 -0.47 -1.35
C -4.54 0.50 1.71
C -4.90 1.72 1.17
C -6.14 2.26 1.49
C -6.99 1.58 2.34
C -6.60 0.38 2.91
C -5.38 -0.18 2.59
H -3.90 -3.00 0.92
H -5.00 -4.15 -0.98
H -5.36 -2.95 -3.10
H -4.65 -0.60 -3.33
H -3.55 0.55 -1.43
H -4.20 2.24 0.53
H -6.44 3.20 1.06
H -7.96 2.00 2.57
H -7.26 -0.13 3.59
H -5.08 -1.12 3.02
C 4.03 -5.49 2.08
C 2.58 -5.41 2.59
C 2.29 -3.93 2.89
C 2.47 -6.17 3.93
C 1.55 -6.03 1.56
O 0.31 -6.29 2.15
C 2.04 -7.37 0.95
C 1.89 -8.61 1.84
C 0.47 -8.92 2.20
C -0.49 -9.08 1.19
C -1.81 -9.32 1.50
C -2.19 -9.42 2.84
Cl -3.84 -9.70 3.23
C -1.24 -9.32 3.85
C 0.08 -9.08 3.53
C 1.31 -5.11 0.31
N 0.66 -3.85 0.57
C 0.95 -2.65 0.07
N 0.14 -1.73 0.60
C -0.65 -2.46 1.43
N -0.36 -3.73 1.41
H 4.67 -4.94 2.77
H 4.13 -5.03 1.10
H 4.39 -6.51 2.05
H 2.96 -3.60 3.68
H 1.27 -3.79 3.25
H 2.48 -3.29 2.03
H 2.73 -5.52 4.76
H 3.16 -7.01 3.96
H 1.46 -6.54 4.08
H -0.13 -5.46 2.39
H 3.08 -7.28 0.65
H 1.46 -7.55 0.05
H 2.49 -8.51 2.75
H 2.30 -9.45 1.27
H -0.19 -9.03 0.15
H -2.54 -9.43 0.72
H -1.54 -9.44 4.88
H 0.81 -9.02 4.31
H 0.64 -5.67 -0.35
H 2.25 -4.91 -0.21
H 1.74 -2.46 -0.64
H -1.45 -2.08 2.03
```

Output
multiplicity	5
total charge	+3
energy	-154410.2175	eV

Results of the Mulliken charge analysis, in e, for atoms 1 through 99: atom 1 (Ru): -1.1320, atom 2 (N): 0.3289, atom 3 (C): 0.4551, atom 4 (C): -0.7385, atom 5 (C): -0.8072, atom 6 (C): -1.0847, atom 7 (C): -0.7254, atom 8 (C): 0.1068, atom 9 (C): 0.7006, atom 10 (C): -0.6997, atom 11 (C): -1.5044, atom 12 (C): -1.1343, atom 13 (C): -0.9402, atom 14 (C): 2.4835, atom 15 (H): 0.4000, atom 16 (H): 0.4735, atom 17 (H): 0.6017, atom 18 (H): 0.4877, atom 19 (H): 0.4989, atom 20 (H): 0.6094, atom 21 (H): 0.6743, atom 22 (H): 0.5269, atom 23 (H): 0.6176, atom 24 (H): 0.7982, atom 25 (N): -0.4534, atom 26 (S): 0.7454, atom 27 (N): 0.3844, atom 28 (S): 0.6836, atom 29 (N): -0.0530, atom 30 (S): 1.6464, atom 31 (N): 0.3542, atom 32 (C): 0.1004, atom 33 (C): -0.1992, atom 34 (C): -0.4995, atom 35 (C): -1.2217, atom 36 (C): -1.0506, atom 37 (C): -0.4674, atom 38 (C): -0.1813, atom 39 (C): 0.3999, atom 40 (C): -0.6490, atom 41 (C): -0.9708, atom 42 (C): -0.8437, atom 43 (C): -0.3816, atom 44 (C): 0.7707, atom 45 (C): -0.8296, atom 46 (C): -0.8789, atom 47 (C): -0.7103, atom 48 (C): -0.7230, atom 49 (C): -0.4069, atom 50 (C): 0.7325, atom 51 (C): -0.4031, atom 52 (C): -0.8629, atom 53 (C): -0.6920, atom 54 (C): -0.8705, atom 55 (C): -0.5763, atom 56 (C): 1.7787, atom 57 (C): -0.3783, atom 58 (C): -1.3070, atom 59 (C): -1.0776, atom 60 (C): -1.5982, atom 61 (C): 1.0372, atom 62 (C): 1.0670, atom 63 (C): -0.6380, atom 64 (C): -1.0184, atom 65 (C): -0.7199, atom 66 (C): -0.8367, atom 67 (C): -0.0027, atom 68 (H): 0.4510, atom 69 (H): 0.8478, atom 70 (H): 0.5205, atom 71 (H): 0.4900, atom 72 (H): 0.6072, atom 73 (H): -0.0797, atom 74 (H): 0.5532, atom 75 (H): 0.4460, atom 76 (H): 0.4988, atom 77 (H): 0.3736, atom 78 (H): 0.2538, atom 79 (H): 0.5166, atom 80 (H): 0.4520, atom 81 (H): 0.5198, atom 82 (H): 0.4470, atom 83 (H): 0.4261, atom 84 (H): 0.5303, atom 85 (H): 0.4766, atom 86 (H): 0.5371, atom 87 (H): 0.3946, atom 88 (H): 0.5259, atom 89 (H): 0.5152, atom 90 (H): 0.5191, atom 91 (H): 0.6127, atom 92 (H): -0.3132, atom 93 (H): 0.0723, atom 94 (H): 0.4906, atom 95 (H): 0.4662, atom 96 (H): 0.5078, atom 97 (H): 0.2276, atom 98 (O): 0.2610, atom 99 (S): 0.1183

***

Results for max |F|: 4.34, 2.12 (in eV Å⁻¹, following the order of the records).